Entry 1:
C43H40N8OOs | the ωB97M-V functional and the def2-TZVPD basis

```
93
Properties=species:S:1:pos:R:3:forces:R:3:mulliken_charge:R:1
H 0.014 0.648 -2.729 -0.0369 0.0218 -0.0585 0.2372
C 3.761 -0.654 -3.378 -0.1163 -0.1604 0.3200 0.4461
H -5.613 1.481 0.439 0.0497 0.0937 0.0413 0.3437
C -1.513 -0.761 2.674 0.3226 -0.1019 -0.0444 -0.0284
H 0.121 2.399 -2.919 -0.0805 -0.0074 -0.0563 0.3818
H 2.117 -2.268 4.570 -0.0426 0.0283 0.0526 0.6733
N 0.566 -1.312 2.754 0.0970 0.1850 0.1284 -0.0906
C 1.376 1.616 -1.379 -0.3493 -0.0784 0.1720 1.5292
C -3.258 3.241 1.807 0.3065 0.0522 -0.0789 -0.1300
C 1.819 -1.768 -2.416 0.0017 0.4797 0.0905 -0.7948
O -0.099 -4.518 -0.629 -1.0203 0.3313 3.2977 -0.2227
C -3.001 5.890 1.035 -0.0620 -0.1172 0.1185 -0.8045
H -2.514 -0.708 2.290 -0.0286 0.0077 -0.2106 0.4972
H 1.198 -3.594 -4.400 0.2275 0.0930 -0.0769 0.5775
C 1.770 -1.990 2.480 0.0994 -0.3926 -0.4132 0.0256
H -2.856 -3.717 0.068 -0.0531 -0.0017 -0.0095 0.3889
C -2.323 3.603 0.837 -0.7158 0.5787 0.3428 0.6358
H 3.872 -0.622 0.005 0.0134 0.1107 0.0299 0.7125
H 0.758 1.195 1.936 -0.0514 -0.0884 0.0735 0.7503
C 0.698 1.496 -2.710 -0.0407 -0.0262 -0.0072 -1.7658
C 2.553 -1.325 -3.508 -0.0505 -0.1835 0.1692 -0.4263
C 4.225 -0.422 -2.081 0.0328 -0.1242 -0.0272 -1.3767
H -3.572 1.627 0.000 0.2948 -0.0421 0.0814 0.1781
C -0.460 -3.823 0.220 1.2629 -0.2455 -4.5900 -0.2399
H -0.502 3.031 0.101 -0.1793 -0.1560 0.0483 -0.0013
H 5.546 -0.092 -4.416 0.0961 0.0235 0.0108 0.4249
C 3.475 -2.922 1.060 -0.1162 0.0969 -0.1220 -0.0416
C -5.467 -1.624 -0.250 0.2482 -0.2403 0.0094 -0.7971
H -4.562 6.287 2.439 -0.0906 0.1099 0.0591 0.4112
H 5.140 0.130 -1.933 0.1204 0.0410 0.0282 0.4388
C -1.027 -0.287 3.888 0.5390 -0.1543 0.0619 -1.4030
H -1.561 0.246 4.645 -0.0963 0.0862 0.1716 0.5207
Os -0.575 -1.684 -0.116 1.4146 1.0061 3.3588 3.2376
H -5.275 -3.751 -0.096 -0.0596 -0.1279 0.0486 0.4875
H -2.559 -2.613 -2.580 0.0010 0.0198 0.1324 0.4275
H 3.051 2.090 2.086 0.0725 0.0804 0.1392 0.4788
H 4.216 -4.475 4.955 -0.0031 -0.0730 0.0332 0.3180
C -4.754 -2.807 -0.112 -0.0254 -0.0247 -0.0873 -1.1584
C 3.743 -3.053 3.451 -0.2826 0.2224 -0.3779 0.2615
C 2.588 1.958 1.122 0.0598 0.0293 0.0819 -1.2913
C 0.300 -0.655 3.905 -0.7173 0.4369 0.2698 -0.3271
C 2.514 -2.415 3.577 0.0411 0.0506 -0.1030 -0.6663
C 4.521 -3.475 4.646 0.0456 -0.1270 0.1436 -1.5770
C -2.653 -1.576 -0.065 0.6044 0.8506 -0.2859 -1.2216
N -0.564 -2.119 -2.137 -0.5906 0.0800 -0.1151 0.2520
H 3.147 2.501 -2.160 0.1108 0.0335 -0.1599 0.6079
H 4.295 -0.806 -5.441 0.0126 -0.0132 -0.0559 0.4212
C 3.257 2.327 -0.035 -0.0219 0.0749 -0.1089 -1.1088
H 4.119 0.839 -4.850 0.0064 0.0641 -0.0203 0.3023
C -0.961 -3.400 -3.923 0.5403 0.1065 -0.0724 -1.1045
C 4.196 -3.317 2.156 -0.0094 0.0235 0.0416 -1.1286
H 2.149 -1.479 -4.498 -0.0447 -0.0182 -0.0575 0.6679
C -5.621 0.850 -0.452 -0.0867 -0.0770 0.0002 -1.7141
C -3.409 -0.381 -0.142 -0.3551 -1.0465 -0.3446 1.0947
H -6.658 0.583 -0.639 -0.0306 0.0954 -0.0241 0.4248
C -1.184 5.323 -0.607 0.0016 0.0167 0.0223 -1.4840
C 2.279 -1.532 -1.095 0.8117 0.5068 -0.5417 -0.0181
N -2.867 0.897 -0.037 0.0597 0.6999 0.0688 0.2229
H -1.469 -3.966 -4.672 -0.1143 -0.1632 -0.1855 0.4756
C 4.476 -0.158 -4.587 0.0574 0.0513 -0.0620 -1.6781
C 0.720 1.220 -0.206 0.6342 0.1809 0.1218 -0.9194
N -0.539 -1.362 1.986 -0.7137 0.2614 -0.3730 0.2113
H -1.329 4.741 -1.519 0.0305 0.0028 -0.0644 0.2888
N 1.565 -1.857 0.033 -2.5475 0.3385 -0.9295 0.3641
C -2.186 4.942 0.439 -0.0896 -0.4122 -0.0241 0.6302
H 4.251 2.740 0.022 0.1071 0.0927 0.0217 0.4782
H 4.357 -2.808 5.487 -0.0074 0.0448 0.0554 0.4059
C -4.818 -0.407 -0.282 0.2863 0.0433 0.2216 1.2481
N -0.556 0.618 -0.280 -0.2381 -2.3738 -0.1789 -0.1750
C -1.524 -2.703 -2.860 0.2552 0.2103 0.1756 -0.2894
H 5.585 -3.512 4.427 0.0532 0.0020 0.0003 0.4164
C -3.938 5.533 1.990 -0.0504 -0.1539 0.0528 -0.7674
C 3.514 -0.851 -0.987 -0.0734 -0.1813 0.0286 0.4932
N -1.431 2.671 0.291 0.7164 -0.2965 -0.3409 0.2929
H 1.427 1.383 -3.508 0.0602 0.0190 -0.0931 0.3886
N 0.609 -2.422 -2.727 0.1068 -0.1664 0.0048 0.0146
H -6.543 -1.658 -0.315 -0.1479 0.0461 -0.0768 0.4049
H -5.272 1.434 -1.304 -0.0050 0.1089 -0.0273 0.4140
C -4.068 4.206 2.374 -0.0477 0.2378 -0.0621 -0.9839
H 3.838 -3.167 0.073 -0.0083 -0.0564 -0.0440 0.6010
H -3.310 2.220 2.155 -0.0280 -0.0908 0.0291 0.5505
C 2.641 2.177 -1.265 0.0322 0.1175 0.1820 -0.9150
C -1.595 1.353 0.015 -0.3693 0.2373 -0.3716 0.0374
C 1.314 1.432 1.040 -0.0162 -0.1907 -0.2565 0.1091
H -1.282 6.376 -0.851 0.0528 0.0527 -0.0594 0.4462
H -2.899 6.923 0.745 0.0034 0.1403 -0.0558 0.4230
C -3.379 -2.773 -0.025 -0.2056 -0.1520 0.1830 -0.2767
H -4.783 3.926 3.131 -0.0968 -0.0254 0.0907 0.4564
H 1.040 -0.447 4.651 0.2037 -0.1308 0.0163 0.5420
C 0.398 -3.199 -3.807 -0.7108 -0.4077 -0.3010 -0.3598
H 5.121 -3.855 2.018 0.1262 -0.0663 -0.0495 0.4683
H -0.162 5.159 -0.259 0.1238 0.0233 -0.0322 0.3272
C 2.248 -2.221 1.161 0.4840 -0.4529 0.8058 0.4215
```
Positions in Å, forces in eV/Å.

Orbital gap (spin up / spin down)   4.458 / 4.485 eV
Total charge   +2
HOMO energy (spin up / spin down)   -12.5890 / -12.6018 eV

---

Entry 2:
C17H17BrZr | the ωB97M-V functional and the def2-TZVPD basis

```
36
Properties=species:S:1:pos:R:3:forces:R:3:mulliken_charge:R:1
H -3.715 -0.001 -2.181 0.1634 -0.0046 -0.3330 0.5993
H 0.940 -2.061 -0.265 -0.1229 0.7886 -0.0591 0.4939
Br -1.591 2.641 -0.430 0.4380 0.6483 1.4642 -0.4709
C -1.038 1.337 -3.728 -0.7738 -0.3368 0.1953 -0.4353
C -0.464 -1.982 2.789 -0.6738 1.9504 0.2452 -0.5088
H -0.759 -2.839 2.223 0.0593 -0.5591 -0.2677 0.4159
H -1.041 1.416 2.673 0.8192 -0.9247 0.7015 0.2452
C -0.866 -0.697 2.287 0.4412 -0.4414 0.7533 0.6604
H 1.842 -1.238 -2.684 -0.9605 0.0289 0.0426 0.4460
C -2.798 0.188 -2.739 -0.1319 0.5666 -0.4957 -1.0228
C -0.606 0.455 3.071 -0.6300 -0.2940 0.2915 -0.1734
C -1.636 -0.442 1.050 0.3207 -1.2525 -1.4714 -1.4816
C 0.987 -1.014 -0.602 1.9490 1.1219 0.6019 -0.7906
C -0.065 0.336 4.361 -0.2516 -0.1561 -0.6049 -0.4947
H 0.200 -3.079 4.488 0.3563 -0.3787 0.2713 0.4013
C 1.398 -0.602 -1.915 0.4663 0.8897 0.6708 -0.2708
C 1.476 0.836 -1.954 -0.3668 -1.0405 0.3275 -0.3944
C -2.082 -0.715 -3.590 0.3360 0.1154 0.6422 -0.3541
H -2.569 2.424 -2.479 0.2964 -1.1217 -0.7884 0.6401
H -1.913 0.580 1.106 -1.0821 0.7537 0.1442 0.3981
C 0.969 0.209 0.236 1.4985 -0.6149 -1.8157 -0.2194
H 0.665 -1.052 5.854 0.0579 0.0713 0.1193 0.3620
Zr -0.898 0.218 -1.194 -0.8120 0.4677 -0.9399 1.0042
H 1.234 2.351 -0.350 -0.1265 -0.1919 0.0625 0.4653
H -2.506 -1.114 0.940 0.1490 0.3170 0.0715 0.5768
H -0.381 2.158 -4.019 -0.2126 -0.3892 0.0954 0.4548
H 1.783 1.451 -2.816 -0.4271 -0.4924 0.6151 0.4718
H -2.378 -1.744 -3.809 0.2909 0.3558 0.2445 0.4442
C 0.065 -2.101 4.079 -0.3058 1.5437 -0.6890 -0.5868
C 0.293 -0.940 4.847 -0.4152 0.0976 -0.3709 -0.4339
H -0.318 -0.398 -4.939 -0.1124 0.0134 0.4338 0.4605
C -2.172 1.474 -2.874 -0.9285 0.1089 -0.9620 -0.8334
C 1.187 1.311 -0.640 1.1044 -0.7560 0.3533 -0.7496
H 1.017 0.294 1.301 -0.5850 -0.2225 0.1596 0.7143
C -1.006 -0.004 -4.190 -0.1928 0.1022 0.4170 -0.3850
H -0.047 1.258 4.968 0.3649 -0.7643 -0.1260 0.3516
```
Positions in Å, forces in eV/Å.

ΔE to the lowest compared entry with this formula, charge and spin   228.1 kJ/mol
Orbital gap   7.022 eV
Total charge   0
HOMO energy   -7.4768 eV